Below is a 12-piece molecular cluster, C49H93NO11 overall in a non-equilibrium geometry, with properties calculated with ωB97M-V with the def2-TZVPD basis set.

Summary:
* HOMO: -9.09 eV
* energy above the lowest of the compared OMol25 structures with the same formula, charge and spin: 0.0 kcal/mol

The geometry in XYZ format:
```
154
C49H93NO11, DFT ωB97M-V with the def2-TZVPD basis set
O 4.1354 16.5815 24.7911
O 2.1554 12.4268 32.4034
O -3.8084 16.7270 26.2935
O -1.9320 12.7778 30.9082
O 8.2673 15.3288 28.0520
O 4.4192 13.5634 26.8663
O 4.8479 19.5363 28.6808
O 0.4315 14.2080 23.8147
O 5.1361 18.5129 32.3188
O -0.7359 19.4530 25.1797
O -4.9696 16.3156 33.6064
N 0.6138 14.8157 28.4567
C -0.6012 16.7294 29.2301
C 1.0114 14.9341 24.8948
C 1.7170 15.5524 28.3681
C -4.6863 14.5653 25.9995
C -0.0856 20.7097 24.9740
C 2.9125 14.1243 30.9844
C -4.3355 15.1499 24.6054
C 5.0633 16.5092 23.7262
C 3.8704 20.3424 28.0479
C 4.6576 11.7583 25.3962
C -0.3157 15.1584 23.0140
C 4.7315 13.2716 25.4884
C 3.9729 17.8314 31.8802
C -1.6004 19.5718 26.3016
C 7.2173 16.2442 28.3927
C 3.4671 12.7479 32.9116
C 0.1412 16.1619 25.0595
C 4.2591 21.7780 28.2941
C 5.7946 18.2132 25.2508
C 6.0793 20.2558 28.7369
C 6.3376 17.1295 24.3020
C -1.7867 10.5108 30.4858
C -0.9516 20.5903 27.2476
C 4.9334 19.9080 32.2141
C -3.9029 15.4598 26.9484
C 0.5723 17.4686 29.1667
C -5.5398 17.1570 31.4732
C -5.1552 17.5291 32.8998
C 3.4773 11.4785 26.3295
C 0.0632 16.5222 23.5893
C 7.7951 14.0031 28.2632
C -4.7236 15.8743 31.2706
C -1.2096 10.7566 31.8889
C -1.3588 12.2890 32.1104
C 3.7023 12.5071 27.4636
C 5.8057 21.6912 28.2345
C -4.8302 15.2342 32.6715
C -1.7260 11.9074 29.8321
C -0.0521 21.4298 26.3231
C 4.3164 17.8134 25.4539
C 6.9260 14.1460 29.4814
C -3.7296 16.5364 24.8851
C 1.7531 16.8922 28.7314
C 2.8795 18.8886 31.6569
C 4.0074 13.8833 32.0132
C -0.4961 15.3816 28.9066
C 6.2389 15.5019 29.3391
C 2.1389 12.8112 31.0413
C 3.4339 20.1008 32.4028
H -5.7597 14.5209 26.1531
H -2.9238 15.0356 27.1896
H -1.6723 18.5852 26.7649
H 5.2385 15.4431 28.9111
H -0.7384 12.0420 29.3624
H -1.6557 10.1864 32.6993
H -5.1574 15.1259 30.6104
H -1.3889 14.7642 28.8736
H -2.6143 19.8483 25.9917
H 4.0568 11.8411 32.7610
H -5.2866 15.2821 24.0827
H 2.0278 15.2831 24.6638
H 1.8972 18.6013 32.0291
H 6.4066 20.2757 29.7747
H -1.7416 21.1560 27.7434
H 3.6173 17.1272 32.6400
H 6.8821 16.3743 24.8688
H -6.6057 16.9564 31.3735
H 4.0019 22.1572 29.2858
H -0.5910 21.2511 24.1686
H 2.7715 19.1355 30.5973
H 6.2072 15.9807 30.3151
H 5.8731 19.2149 24.8291
H 4.2307 11.9974 28.2783
H 7.2176 13.6405 27.3966
H 2.5682 17.5732 28.5128
H -2.0560 12.5258 32.9127
H -4.4323 15.6893 27.8743
H 6.8207 19.7890 28.0844
H -1.2829 9.7701 29.8696
H 7.5738 14.2697 30.3537
H 3.9208 20.1121 26.9721
H -4.3001 13.5438 26.0263
H -0.1440 10.5109 31.8705
H 3.4441 10.4343 26.6333
H 2.2617 14.9752 31.1838
H 6.9665 17.5488 23.5183
H -0.6232 17.3326 23.3394
H 0.4658 16.9750 25.7054
H -4.3119 17.2890 24.3512
H 4.1572 17.2454 30.9753
H 1.1576 12.9406 30.5815
H 4.2769 14.7956 32.5473
H 3.3598 13.0615 33.9448
H -0.3762 20.0869 28.0215
H 6.1542 21.9317 27.2330
H 4.6611 17.1213 22.9028
H -2.6853 16.6897 24.5977
H -3.7598 14.4943 23.9549
H -4.2456 18.1470 32.8948
H 4.4355 11.4963 24.3595
H -3.6926 16.1233 31.0252
H 2.8624 20.0748 28.3730
H 8.6316 13.3101 28.3471
H -5.2191 17.9536 30.8025
H 1.0380 16.7993 23.1776
H -0.3872 12.7606 32.2688
H 6.2152 13.3370 29.6473
H 2.5844 15.0312 27.9739
H 5.6562 13.8058 25.2874
H -5.9068 18.1296 33.4192
H 3.6991 18.5902 24.9730
H -0.3497 22.4735 26.2228
H -1.5613 17.1855 29.4271
H 6.2424 22.3858 28.9512
H 6.3512 18.2282 26.1879
H -2.8395 10.2374 30.5984
H 7.7236 17.0361 28.9483
H 3.2119 20.0352 33.4721
H 5.5089 20.4269 32.9835
H 1.1222 14.3574 25.8159
H 6.7243 16.6568 27.5113
H -2.4832 12.0653 29.0656
H 5.1553 15.4848 23.3740
H -0.0667 15.0660 21.9563
H 3.0379 21.0623 32.0762
H 0.4849 18.5218 29.4132
H 5.2744 20.3226 31.2555
H -3.9464 14.6966 33.0136
H -0.8538 15.8312 25.3791
H 0.9109 20.4563 24.6050
H -1.3881 14.9722 23.1345
H 0.9531 21.4519 26.7476
H 4.9254 13.5836 31.5064
H 2.7432 12.8894 27.8230
H 3.8948 13.6896 24.9170
H 3.9473 17.6855 26.4699
H 2.6485 12.0325 30.4494
H 2.5545 11.7299 25.8014
H 3.3539 14.2445 29.9947
H 3.8391 22.4749 27.5699
H -5.7041 14.5767 32.6759
H 5.5514 11.2150 25.7037
```

Below is a 7-piece molecular cluster, C49H94N2O15P overall in a non-equilibrium geometry, with properties calculated with ωB97M-V with the def2-TZVPD basis set.

Summary:
* HOMO: -9.65 eV
* charge: +1

The geometry in XYZ format:
```
161
C49H94N2O15P, DFT ωB97M-V with the def2-TZVPD basis set
P -5.4938 -0.7287 2.8897
O 1.9722 2.0815 2.9787
O 12.6491 2.1784 0.9279
O 2.7491 0.6979 -8.3518
O 2.9574 -1.0532 -6.9704
O -2.0509 -0.2216 -6.8016
O 7.2417 0.2022 1.4655
O -7.3098 -0.0292 9.1753
O -5.6526 0.5532 -9.5550
O -6.7790 1.6925 -11.1208
O 12.8574 0.4272 2.3093
O 5.5792 -1.2981 1.4051
O -2.3148 1.0530 3.7418
O -1.8426 -1.9728 -5.4201
O -1.0145 3.3686 2.2384
O -8.4361 1.1100 7.6094
N -3.6712 -0.9185 2.7845
N -0.3808 -1.1737 2.6860
C -0.5624 -0.5056 1.3684
C 1.5162 2.9568 1.8571
C -7.6860 1.7822 -8.9278
C -3.4644 -2.3964 3.1828
C 7.1377 -1.5568 3.1783
C -8.3184 0.7826 8.7892
C 3.4797 -0.0950 -7.5377
C -3.3931 -0.6321 1.3343
C 6.5799 -0.8614 1.9716
C 2.9221 -0.3642 3.0218
C -6.1716 -1.4780 4.5372
C 1.0092 -5.1476 1.4467
C -1.8495 3.5351 3.4511
C 13.8978 3.1694 -0.9139
C -1.9825 0.0327 0.8870
C 14.8537 1.6355 1.8678
C -7.4318 -0.5336 5.1000
C -9.3432 1.1997 9.8025
C 0.8051 -3.1909 -2.3686
C -1.3203 -1.0145 -5.9874
C -0.8022 0.7694 -8.6433
C 3.9978 1.6889 -10.1936
C 3.2147 1.9374 -8.9191
C 3.1023 1.2256 2.5376
C -2.9927 2.3279 3.6149
C -1.5853 1.0178 -7.3688
C 9.6386 0.2079 1.8992
C -4.4646 -3.1992 0.8286
C -4.0233 -1.7505 0.2654
C -3.1584 -2.0686 -1.0711
C 0.1537 -0.7645 -5.8616
C -0.7168 -2.5987 -2.2581
C -6.6612 1.3650 -9.9410
C -5.3219 0.2550 -8.1851
C 0.4011 -4.2930 0.1848
C -6.1737 -0.8835 -7.6583
C -1.7284 -2.8021 -0.9392
C 1.3948 -4.0405 -1.0989
C 13.3797 1.3855 1.7420
C 4.9537 0.1550 -7.4119
C -4.4279 -3.4653 2.4222
C -7.8309 -1.4659 11.0720
C -1.1256 -3.7061 0.2804
C 13.1147 3.4178 0.3606
C 0.3115 3.9839 2.3957
C -6.0301 1.0967 2.9808
C -3.1420 -0.1141 3.8827
C -6.9791 -0.3275 10.5451
C 8.3092 0.8967 2.1385
H 4.0978 1.5956 3.0672
H -7.0381 0.5692 11.1685
H 2.3204 2.5233 -9.1576
H 3.7764 2.5203 -8.1838
H 5.2609 -0.0887 -6.3894
H -4.1347 0.3052 1.1452
H 6.3026 -1.9243 3.7839
H -7.5414 -1.7228 12.0950
H -5.3356 -1.4217 5.3563
H 15.1409 2.6722 1.7039
H 15.1609 1.3918 2.8903
H 15.3891 0.9906 1.1656
H 5.2409 1.1918 -7.5758
H -0.1777 -0.4781 3.4467
H 4.3053 2.6351 -10.6480
H 14.7923 2.5693 -0.7264
H -4.0023 0.2090 4.6500
H -7.9542 -1.1500 5.9737
H -5.5058 -3.5977 2.8599
H -8.2553 -0.4006 4.2664
H -2.4796 1.6038 -7.6073
H -1.1054 -1.9852 -3.2060
H -3.6604 -2.5848 4.3458
H 12.2204 4.0038 0.1221
H 0.4021 -1.8659 2.7202
H 1.4363 -2.9847 -3.3389
H 0.2558 -5.9727 1.7897
H -7.7179 -2.3525 10.4395
H -5.8842 -1.1404 -6.6352
H -3.8404 -2.7588 -1.7674
H 0.4609 -1.0082 -4.8391
H 1.1335 2.3347 0.9273
H 8.0852 1.0275 3.2010
H -7.0696 0.4822 5.5576
H 8.3447 1.9024 1.7059
H 7.7502 -2.4028 2.8548
H -10.1981 0.5201 9.7502
H -5.9280 -0.6360 10.5492
H -9.6730 2.2164 9.5639
H -3.9071 -4.5308 2.5786
H -3.8673 -4.0853 0.2939
H -5.6222 1.6586 2.0094
H -7.3088 1.8174 -7.9076
H -5.7254 1.6291 3.9771
H 0.5799 4.2981 3.4961
H 13.2894 2.6128 -1.6341
H 0.6891 -1.4094 -6.5638
H -4.2708 -0.0535 -8.1810
H -5.3809 1.1517 -7.5618
H 0.0923 0.1693 -8.4558
H -0.0290 -1.1887 0.5460
H -5.5963 -3.4184 0.5043
H -1.9008 0.1777 -0.2987
H -1.7970 -3.9082 1.2167
H -6.6401 -2.5531 4.4009
H 10.4528 0.7669 2.3693
H -7.2117 1.1236 2.8665
H 3.2512 1.2158 1.3694
H 7.7226 -0.9099 3.8292
H 5.4891 -0.4898 -8.1141
H -1.4106 0.2128 -9.3635
H -1.0236 1.6008 -6.6335
H 2.0952 -5.5393 1.2091
H 13.6764 4.0008 1.0959
H -2.4798 4.5325 3.2680
H 4.8923 1.0889 -10.0061
H 2.2988 -0.4629 4.0148
H -8.8936 -1.2091 11.0679
H -3.0331 -1.0588 -1.6924
H 1.1487 -4.3678 2.3384
H -2.4580 -0.8263 4.5658
H -6.0607 -1.7700 -8.2907
H 2.4993 -4.4485 -1.1292
H -3.5595 2.3223 2.5638
H -3.8074 2.5710 4.4186
H -5.0337 -1.2910 -0.1927
H 9.8394 0.1265 0.8260
H -2.0181 1.1885 1.2130
H 14.2053 4.1156 -1.3683
H -2.3742 -2.7790 3.0017
H -7.2365 -0.6266 -7.6623
H -1.2458 3.5875 4.4520
H -8.5409 1.1026 -8.9801
H 0.4409 0.2722 -6.0255
H 3.3894 1.1323 -10.9138
H 2.4037 3.6378 1.4509
H -8.0159 2.7989 -9.1663
H 0.1701 0.4432 1.4155
H -8.9660 1.2349 10.8226
H 9.6426 -0.8098 2.2988
H -0.4947 1.7156 -9.0977
H 0.3813 4.9520 1.7036
H 3.9670 -0.8593 3.2027
H 2.3727 -0.9882 2.1743
```

Below is a 13-piece molecular cluster, C49H95F3O28S9 overall in a non-equilibrium geometry, with properties calculated with ωB97M-V with the def2-TZVPD basis set.

Summary:
* HOMO: -8.99 eV

The geometry in XYZ format:
```
184
C49H95F3O28S9, DFT ωB97M-V with the def2-TZVPD basis set
S -4.1383 4.1277 4.2644
S 0.6966 -6.8040 -1.3003
S -5.4865 -2.1040 -2.9279
S 1.3942 2.3749 -4.8957
S -5.7822 -2.9228 2.5607
S 4.5617 -2.6731 -4.9432
S 4.9505 -3.5410 0.6769
S -2.5667 0.4034 -0.4146
S -1.0292 -1.6408 3.4543
F -1.9623 5.6583 -1.4145
F 4.3112 3.8530 5.0734
F 5.1121 -0.7149 -1.5665
O -6.1547 -1.3651 -1.5588
O -3.9662 3.4147 2.9960
O -3.4015 -0.6757 0.0269
O 3.2588 -3.7429 -5.1915
O 2.9371 2.9957 -5.4147
O -0.5121 -7.2567 -0.5168
O 5.9942 -4.4356 0.2304
O 0.1871 -2.2436 4.4013
O -7.1420 -3.3855 2.4284
O -3.0199 1.2323 -1.4820
O -1.0150 -0.0735 -0.7205
O 2.0118 -6.6055 -0.6807
O -5.6573 -1.2549 2.2498
O -4.7483 -3.6610 1.8556
O 0.2629 -5.3749 -2.1553
O 1.3200 0.9931 -5.4241
O 5.3995 -3.2891 -3.8870
O 4.0228 -4.3057 1.7479
O -6.2160 -3.3556 -3.1906
O 1.3286 2.5975 -3.4566
O 1.0529 4.8582 1.3692
O -2.7502 5.0491 4.5818
O -5.1081 -1.1306 -3.9133
O -1.9178 -0.8994 4.3277
O -5.3438 4.8711 4.6954
O -0.4201 -0.9697 2.2818
O 4.9895 -2.2538 -6.2843
O 5.2031 -2.2259 1.2347
C 3.8744 -5.6653 1.6472
C 0.3379 3.5357 -5.8941
C -3.0263 5.2033 -0.6966
C -5.4534 4.4769 0.4187
C 3.5430 -1.2081 -4.2211
C 1.2643 0.4806 -0.9701
C 3.6717 -3.3382 -0.7310
C -1.7481 -3.1761 2.8068
C -2.2569 1.5231 0.9709
C -3.7845 2.9952 5.6773
C 4.8382 1.3998 -0.4316
C -0.6476 -4.5461 -1.4649
C 2.0364 4.3533 -0.6527
C 2.5836 1.2439 3.0400
C -5.1199 3.9523 -0.8562
C -7.6294 -1.1952 -1.6603
C 5.1578 1.8287 4.0350
C 4.0690 2.7167 4.3313
C 0.6906 5.8460 0.4270
C 0.0272 -3.2566 -1.2991
C 1.2580 -2.8957 3.7614
C 3.4905 4.1407 -4.8231
C -4.6156 5.4253 0.9981
C 1.0151 -7.9567 -2.7506
C 2.8259 2.3620 3.8615
C 6.8409 2.4284 0.3416
C -5.2676 -2.8352 4.3325
C 2.1747 -3.3927 -6.0177
C 1.8605 3.8941 0.7965
C 5.6153 0.3092 -0.8864
C -6.2128 0.9958 1.9780
C -3.9235 4.3629 -1.4288
C 4.9158 0.7523 3.1289
C -1.6041 5.0168 3.6994
C 7.6206 1.2835 0.1224
C 4.6109 3.6506 -3.9607
C 2.3018 -3.2659 4.8472
C 0.8978 -4.1214 -5.7159
C 3.6598 0.4191 2.6180
C -7.7905 0.0317 -2.6097
C 7.0050 0.2210 -0.5482
C -3.4182 5.8278 0.5188
C -6.6717 -0.2337 2.5313
C 0.8047 5.1767 -0.9020
C -3.9624 -2.5443 -2.1068
C -0.1912 0.7744 -1.3913
C 3.8418 -6.3969 2.9404
C -0.6797 3.8594 4.1133
C 5.5001 2.4980 0.2268
H 0.7907 -3.3495 -0.5266
H 2.8221 4.6761 -4.1487
H 0.9588 -5.1635 -6.0297
H 1.2847 6.7526 0.5423
H 7.6153 -0.6595 -0.6848
H -2.7544 2.6391 5.6618
H -4.2208 -2.5566 4.4536
H 3.1179 -6.0754 3.6893
H -2.1819 -3.8001 3.5881
H 2.9526 -2.6121 -0.3517
H -8.7591 0.4868 -2.8167
H -6.8029 1.8771 2.2293
H 1.3918 2.9112 0.7481
H -7.1313 0.8331 -2.2759
H 2.9498 -1.4125 -3.3297
H 1.9237 1.0975 -1.5805
H 3.1362 -4.2817 -0.8367
H 3.5085 -0.4499 1.9949
H 3.1886 -3.8623 4.6325
H -0.3058 6.1663 0.7316
H -2.7846 6.6263 0.8757
H 4.6545 -6.2529 1.1631
H 2.7744 3.7391 1.3701
H 2.9380 -5.8324 1.1150
H -2.4525 -2.8700 2.0333
H 4.8790 -6.3816 3.2750
H -3.7287 -3.4269 -2.7022
H -0.6816 3.6041 -5.5146
H -5.9494 -2.1385 4.8203
H 3.8083 1.4529 -0.7521
H 3.5886 -7.4281 2.6944
H -7.4376 -0.2497 -3.6018
H -4.9938 6.0271 1.8111
H -0.4421 1.8315 -1.3026
H -0.7923 2.9363 3.5447
H -3.6454 3.9611 -2.3919
H 4.1809 -3.0378 -1.6468
H 1.0082 5.9271 -1.6659
H -5.2773 1.2952 2.4503
H -0.6763 3.7171 5.1939
H 5.0538 3.4537 0.4589
H 0.3155 3.2304 -6.9402
H 2.9115 4.9976 -0.7381
H 1.8895 -2.3540 -6.1849
H 6.1389 2.1155 4.3837
H 0.4763 -2.8159 -2.1891
H -0.9188 5.8558 3.8199
H -1.5200 -4.3773 -2.0962
H -7.6204 -0.5910 2.1308
H 2.6465 -2.3466 5.3207
H 2.0692 3.4076 -1.1936
H 1.7922 -2.2224 3.0910
H -3.1820 -1.8139 -2.3201
H 3.9375 4.7735 -5.5898
H 0.8775 -3.7376 3.1831
H 0.7241 4.5550 -5.9066
H 2.0086 -7.9164 -3.1970
H 2.0476 3.0611 4.1294
H 5.4917 4.2926 -3.9461
H -1.7754 4.9348 2.6261
H 1.7799 -3.8427 5.6107
H 0.0471 -3.5809 -6.1309
H -2.4300 2.5309 0.5934
H -6.1668 1.0788 0.8921
H 5.5853 0.0178 2.7061
H -4.5912 2.2622 5.6805
H -6.9234 -0.2125 3.5916
H -1.5448 1.2710 1.7566
H 4.2278 -0.3753 -4.0613
H 8.6725 1.4278 0.3205
H -5.4565 -3.8481 4.6881
H 0.3510 4.1513 3.9120
H 1.4233 -0.5973 -1.0004
H -0.0373 4.5311 -1.1519
H -5.7790 3.1874 -1.2396
H 1.5652 1.0892 2.7156
H 1.5176 0.7261 0.0612
H -3.1638 1.3979 1.5625
H 7.2038 3.3761 0.7111
H -8.0460 -2.1294 -2.0368
H 4.9032 2.6147 -4.1328
H -0.2491 0.4556 -2.4321
H -1.0117 -4.9800 -0.5337
H -3.9909 3.5436 6.5964
H -6.3599 4.2707 0.9684
H 2.5078 -3.7197 -7.0026
H -8.0256 -1.0612 -0.6538
H -1.0004 -3.7494 2.2587
H -4.0976 -2.7468 -1.0444
H 3.0015 -0.9620 -5.1345
H 4.3075 3.5733 -2.9166
H -0.7725 -2.5849 -0.9871
H 0.7791 -8.9842 -2.4739
H 0.3997 -7.6137 -3.5823
H 0.5690 -4.2176 -4.6811
```